# 1
C3H11Cl2NSi2 | the ωB97M-V functional and the def2-TZVPD basis

Geometry as XYZ:
```
19
Properties=species:S:1:pos:R:3:forces:R:3
H -4.1948 -0.8441 0.6482 0.35 -0.37 -0.01
Cl -1.4395 -2.2366 -0.5342 -0.29 -0.11 -0.08
H 2.6034 -0.7802 1.7196 0.17 -0.33 -0.33
Cl -6.7045 0.4818 0.6661 -2.36 -0.26 1.02
H 0.0159 -0.2564 -0.8925 0.25 0.62 -0.57
H 2.9501 -1.0005 -0.9966 0.83 0.82 -0.69
Si 0.2018 -1.7774 0.7173 0.18 -0.26 0.50
H 3.4627 0.6470 1.1395 2.43 0.64 0.18
H 2.0419 0.8211 2.0184 -0.71 0.66 1.03
N 0.6778 -0.3983 -0.1479 -1.85 -0.76 0.28
C 2.7502 0.0911 -1.1383 2.84 -0.36 -1.08
H -5.1568 0.1905 -1.5216 0.88 -0.22 1.01
H 1.7133 1.4512 -0.2217 -1.18 0.75 0.61
H 2.3855 0.2933 -2.1554 -0.14 -0.17 0.37
C 2.5425 0.2208 1.3114 -1.87 -0.34 -1.17
H -4.4307 1.6013 0.3921 0.98 -0.01 -0.20
C 1.8393 0.3934 -0.0636 -0.14 0.63 1.75
H 3.6028 0.8424 -0.9347 -0.54 -1.76 -0.80
Si -4.8609 0.2594 -0.0062 0.16 0.84 -1.81
```
Forces are in eV/Å.

Output
* total charge: 0
* E_LUMO: 0.174 eV
* energy: -45580.6657 eV
* relative energy (zero: lowest compared OMol25 entry of this formula, charge and spin): 91.5 kcal/mol


# 2
C3H11ClN2Si | the ωB97M-V functional and the def2-TZVPD basis

Geometry as XYZ:
```
18
Properties=species:S:1:pos:R:3:forces:R:3
N 1.1849 0.6005 2.0901 -1.93 1.06 1.47
H -0.7944 2.5562 -1.7037 -0.47 0.39 -0.31
H -1.0530 0.9327 -0.1807 -1.04 -1.08 0.29
H 0.9004 2.3670 -1.6533 1.07 1.18 -0.16
H -0.4600 -3.1034 -0.3704 -1.53 -1.58 -0.27
N 0.5028 -1.7128 0.6663 0.14 1.35 -1.44
C -0.1087 0.8749 -0.6864 0.08 -0.35 1.31
H 0.0512 -1.8347 -1.3929 -0.42 0.94 -1.07
Cl 3.0734 0.0350 -0.4236 -1.65 -0.06 0.89
C 0.3180 -2.4538 -0.5915 1.41 -0.01 1.35
H 0.2593 0.9278 2.5912 3.14 -0.76 -1.04
H -0.1689 0.2375 -1.5696 -0.27 0.22 -0.03
H 0.8111 -2.3625 1.3540 0.33 0.18 0.82
C 0.0291 2.3563 -1.0434 0.34 -2.51 -1.90
H -0.0439 2.9786 -0.2199 0.45 1.32 1.52
Si 0.9915 -0.0596 0.5525 1.49 -0.31 -1.31
H 2.1080 0.8242 2.4829 -1.18 0.05 -0.07
H 1.2136 -3.0098 -0.8703 0.04 -0.03 -0.08
```
Forces are in eV/Å.

Output
* total charge: 0
* E_LUMO: 0.706 eV
* SMILES: CC[Si@](N)(Cl)NC
* energy: -26672.2196 eV
* relative energy (zero: lowest compared OMol25 entry of this formula, charge and spin): 4.5 kcal/mol


# 3
C3H11IN2 | the ωB97M-V functional and the def2-TZVPD basis

Geometry as XYZ:
```
17
Properties=species:S:1:pos:R:3:forces:R:3
H -0.8904 -1.3701 -2.7618 -0.21 -0.72 -0.97
C -0.6545 -0.7491 -0.8537 1.47 3.78 -0.22
C 0.1995 0.3675 -0.2190 1.54 0.60 3.84
N 0.6370 1.2949 2.2515 -1.65 -0.61 -1.08
H -0.1860 1.8149 1.9458 -0.01 0.42 -0.21
I 2.2526 0.5077 -1.1556 -1.34 0.01 0.64
H 1.3548 -0.6129 1.6018 1.88 -0.73 0.12
H -1.3320 0.1720 -2.4879 -1.14 1.34 -0.99
N -0.6565 -0.5150 -2.3020 2.96 -0.09 -0.19
H -0.3458 -0.7288 1.9991 1.05 1.69 -0.81
H -0.1545 -1.6394 -0.6732 -0.04 -2.07 0.72
H 1.4404 1.7606 1.8348 0.43 0.29 0.59
H -1.6341 -0.4678 -0.5970 -1.53 -1.14 1.21
H -0.2236 1.4406 -0.1393 0.40 -1.88 -0.76
C 0.4834 -0.0569 1.5388 -3.09 0.51 -1.91
H 0.3404 -0.1657 -2.5853 -1.70 -0.68 0.03
H 0.5183 1.3988 3.2708 0.98 -0.73 -0.02
```
Forces are in eV/Å.

Output
* total charge: +2
* E_LUMO: -7.820 eV
* SMILES: [NH3+]CC(I)C[NH3+]
* energy: -14351.6509 eV
* relative energy (zero: lowest compared OMol25 entry of this formula, charge and spin): 17.5 kcal/mol


# 4
C3H11N | the ωB97M-V functional and the def2-TZVPD basis

Geometry as XYZ:
```
15
Properties=species:S:1:pos:R:3:forces:R:3
C -1.6978 0.2457 0.6150 -0.13 0.56 -0.81
H -1.6166 0.2904 -0.4860 0.14 -0.27 0.31
H 2.1809 0.2291 -3.8725 -0.12 -0.47 -0.45
H 1.7945 -1.1353 -3.2088 -3.32 -2.19 4.09
H -0.9176 -0.0485 3.0922 1.32 -0.46 -0.24
C -0.3984 0.7066 1.3048 -1.36 5.47 -3.91
H -0.6456 1.8152 1.5178 0.34 -1.39 0.87
H 0.3933 1.0130 0.5900 -0.11 -1.26 -0.07
C -0.0129 -0.0903 2.3975 -0.78 -4.10 2.51
H 0.8886 0.2073 2.9106 0.29 0.10 0.23
H -1.8436 -0.7706 0.9274 -0.53 -0.67 -0.18
H -2.6280 0.8449 0.8179 0.93 -0.46 0.38
H 0.0982 -1.2402 2.0510 -0.12 2.47 0.86
N 2.3357 -0.7842 -3.8653 2.98 1.09 -5.54
H 2.0692 -1.2832 -4.7917 0.45 1.58 1.94
```
Forces are in eV/Å.

Output
* total charge: -1
* E_LUMO (alpha / beta): 4.114 / 4.133 eV
* ⟨S²⟩: 0.751
* energy: -4776.8912 eV
* relative energy (zero: lowest compared OMol25 entry of this formula, charge and spin): 25.8 kcal/mol
* spin multiplicity: 2


# 5
C3H11N | the ωB97M-V functional and the def2-TZVPD basis

Geometry as XYZ:
```
15
Properties=species:S:1:pos:R:3:forces:R:3
H -5.2666 1.1059 -0.4119 0.02 0.21 -0.20
N -4.7397 0.6013 -1.1157 0.17 -0.52 0.08
C 2.6042 -1.2762 0.5492 0.98 1.23 -0.58
H -4.8844 0.9761 -2.0428 -0.22 0.28 0.00
C 2.0241 0.1132 0.2935 0.11 0.81 0.02
H 2.1640 -1.9693 -0.1587 -0.30 -0.49 0.41
H 0.1364 0.4839 -0.5658 -0.72 -0.07 -0.50
H -0.0156 -0.6595 0.7739 0.19 -0.18 -0.20
H 2.5358 0.8734 0.8814 -0.04 -0.19 0.88
H 3.6788 -1.2303 0.2917 -0.18 -0.17 0.17
H 0.1245 1.0254 1.0692 0.30 0.16 0.06
C 0.4951 0.2343 0.4145 0.29 0.10 0.21
H 2.3498 0.5178 -0.6743 -0.31 -0.68 -0.36
H -3.7492 0.7161 -0.9136 0.08 0.02 0.14
H 2.5426 -1.5122 1.6095 -0.36 -0.52 -0.13
```
Forces are in eV/Å.

Output
* total charge: -1
* E_LUMO (alpha / beta): 3.917 / 3.860 eV
* ⟨S²⟩: 0.750
* energy: -4777.8023 eV
* relative energy (zero: lowest compared OMol25 entry of this formula, charge and spin): 4.8 kcal/mol
* spin multiplicity: 2


# 6
C3H11N2 | the ωB97M-V functional and the def2-TZVPD basis

Geometry as XYZ:
```
16
Properties=species:S:1:pos:R:3:forces:R:3
H 0.1618 -1.4794 -0.0142 -0.18 -0.92 0.09
N -2.2044 0.3446 -1.0716 0.58 1.52 0.32
H -2.4889 1.3759 -1.2238 0.55 -2.59 0.26
H 1.8559 -0.3391 0.0175 0.09 -0.83 0.17
C -0.9262 -1.4597 0.0252 -1.71 1.53 -2.29
C 2.2501 0.5458 0.4899 2.40 -1.61 -0.20
H 1.4657 1.2091 0.4150 -1.36 1.86 0.82
C -1.2679 0.0207 -0.1309 -3.80 -1.52 -2.66
H -1.5062 -1.8787 -0.8910 1.73 -0.11 1.66
H 2.7797 0.3134 1.4674 -1.06 0.61 -1.22
N -0.8877 0.9236 0.6674 1.55 3.23 2.88
H -0.2082 0.6337 1.4019 -0.81 0.78 -0.78
H 2.9537 0.8954 -0.2678 0.37 0.06 0.36
H -1.2061 1.9561 0.6411 0.79 -2.48 0.04
H -1.4278 -1.8086 0.9244 0.47 -0.20 0.18
H -2.6275 -0.3762 -1.6638 0.40 0.68 0.36
```
Forces are in eV/Å.

Output
* total charge: +1
* E_LUMO: -3.475 eV
* energy: -6262.8118 eV
* relative energy (zero: lowest compared OMol25 entry of this formula, charge and spin): 17.8 kcal/mol


# 7
C3H11N2 | the ωB97M-V functional and the def2-TZVPD basis

Geometry as XYZ:
```
16
Properties=species:S:1:pos:R:3:forces:R:3
H -0.7162 1.6520 -0.4037 -0.92 0.37 0.03
H 2.7502 -1.3190 0.3967 -0.40 0.78 -0.04
H 1.7721 0.8275 -0.9964 1.37 1.81 0.49
C 0.3863 0.3717 0.7544 0.43 -1.90 -2.14
H 0.8244 1.0272 1.4161 0.93 1.74 1.41
C 1.2365 0.0759 -0.5016 0.95 -3.17 1.56
H 0.2750 -0.5439 1.2883 0.00 -0.90 0.47
N 2.1190 -1.1556 -0.3791 -1.29 -1.08 -1.44
H -1.6339 -0.5080 -1.0434 0.17 -1.02 -1.52
H 1.8421 -2.1078 -0.7825 0.13 2.45 0.75
H -2.2019 -0.7826 0.5138 0.23 0.14 -0.65
H -1.4919 1.1730 1.2519 0.57 0.92 -0.76
C -0.9284 0.8852 0.3360 -1.31 0.86 1.78
H 0.5161 -0.0025 -1.2670 -0.95 -1.45 -1.33
N -1.9639 -0.0888 -0.2173 0.29 0.81 1.84
H -2.7856 0.4957 -0.3661 -0.20 -0.35 -0.45
```
Forces are in eV/Å.

Output
* total charge: +1
* E_LUMO: -3.881 eV
* SMILES: NCCC[NH3+]
* energy: -6261.6371 eV
* relative energy (zero: lowest compared OMol25 entry of this formula, charge and spin): 44.8 kcal/mol


# 8
C3H11N2 | the ωB97M-V functional and the def2-TZVPD basis

Geometry as XYZ:
```
16
Properties=species:S:1:pos:R:3:forces:R:3
H -0.0001 -0.4569 -0.2574 -0.53 1.07 0.90
H -0.0665 2.0008 -0.5148 1.69 1.81 0.88
C -0.6855 1.3522 -1.0076 -3.15 -1.38 1.02
N 1.4193 -0.6168 -0.4561 2.50 -1.06 2.16
H 2.2233 -2.5032 -0.8334 0.92 0.10 0.19
H -1.7236 1.7617 -1.0300 1.09 0.17 -0.80
H -0.6429 -0.5449 1.8918 -0.77 -0.77 0.27
H 1.6811 -0.1082 -1.2717 0.10 -0.81 -1.58
H -0.2769 0.9847 -1.9227 -0.09 0.13 -0.79
C 1.9181 -1.7538 -0.1060 -1.08 1.37 -1.50
C -0.9902 0.4039 1.5225 0.34 -1.74 -3.43
N -0.8561 0.1755 -0.1025 -0.84 -0.47 1.72
H -0.1987 0.9997 1.8808 0.43 1.71 -0.11
H -1.6487 -0.3687 -0.4446 -0.24 0.21 0.46
H 1.8681 -1.9733 0.9485 -0.31 -0.61 0.18
H -2.0207 0.6475 1.7032 -0.04 0.26 0.43
```
Forces are in eV/Å.

Output
* total charge: +1
* E_LUMO: -3.809 eV
* energy: -6260.8993 eV
* relative energy (zero: lowest compared OMol25 entry of this formula, charge and spin): 61.9 kcal/mol